A structure of composition C35H52AsP3SeV. Source: the OMol25 dataset; level of theory: ωB97M-V/def2-TZVPD.

Each line ends with the Mulliken charge.
Atoms and positions in Å:
V 0.09266 0.26213 -0.39330  -0.6708
P 0.37138 2.49832 0.67875  0.8546
P -2.33176 0.94726 -0.67904  0.7271
P 2.44544 0.19526 -1.12736  0.8000
H -1.03556 -0.72538 -2.71074  0.2054
C -0.12990 -1.02761 -2.18548  -0.7085
C -0.29257 -1.71498 -0.91553  0.5816
H -1.29403 -1.57136 -0.40910  -1.1926
C 0.49599 3.94753 -0.42853  -1.1983
C -0.92970 3.05692 1.87583  -0.7721
C 1.93165 2.61981 1.65202  -1.1234
C -3.25481 0.12227 -2.05730  -1.1995
C -3.50422 0.59984 0.70914  -1.3802
C -2.88214 2.65543 -1.04716  -0.8326
C 3.05271 -0.96902 -2.39625  -1.4673
C 3.62581 -0.12676 0.23645  -0.7484
C 2.98426 1.78586 -1.88762  -1.3097
H 0.63462 -1.51824 -2.81060  0.5255
H 0.15490 -2.69020 -0.72128  0.7140
H 0.59235 4.84622 0.19684  0.4760
H -0.39607 4.03664 -1.05834  0.2707
H 1.37217 3.86820 -1.08005  0.3615
H -0.46089 3.76975 2.56994  0.5892
H -1.31086 2.21424 2.46840  -0.2527
H -1.78628 3.56051 1.39871  0.4933
H 1.80053 3.40209 2.40913  0.5968
H 2.79198 2.88755 1.01687  0.4873
H 2.16904 1.67248 2.16311  0.0780
H -4.30211 0.46590 -2.10420  0.5445
H -3.26200 -0.95939 -1.86494  0.3549
H -2.78522 0.32235 -3.02597  0.2900
H -4.50534 0.95453 0.42577  0.7280
H -3.19018 1.13379 1.61238  0.3264
H -3.55494 -0.47539 0.93121  0.2596
H -3.98166 2.61998 -1.05414  0.5996
H -2.51367 2.96108 -2.03304  0.1083
H -2.55130 3.35809 -0.27554  0.2471
H 4.12371 -0.77656 -2.58986  0.5622
H 2.50999 -0.80810 -3.32987  0.4035
H 2.88842 -2.00244 -2.07381  0.4313
H 4.59363 -0.45231 -0.17013  0.5074
H 3.21294 -0.91749 0.87754  -0.0472
H 3.76922 0.77160 0.84301  0.4093
H 3.93203 1.63370 -2.42193  0.5648
H 3.11424 2.56170 -1.13186  0.3476
H 2.21750 2.10672 -2.59606  0.2774
C 0.25108 1.79759 -5.63262  0.5710
C 0.12301 0.40906 -5.85132  0.0722
C 0.63785 -0.18303 -7.01972  -0.7161
C 1.33149 0.59174 -7.95573  -0.3036
C 1.63765 1.93003 -7.65437  -0.6574
C 1.14944 2.50475 -6.46461  -0.5237
Se -0.84558 2.88803 -4.54395  0.2198
H -1.69284 1.70970 -4.16396  0.0948
H -0.44684 -0.18459 -5.13658  0.3664
H 0.47349 -1.24840 -7.22849  0.4378
H 1.61368 0.17569 -8.92118  0.4671
H 2.21147 2.54980 -8.36167  0.4225
H 1.37937 3.55316 -6.24538  0.4415
C -1.94222 1.24932 5.85774  -0.7365
C -0.63285 1.48159 5.43328  -1.0437
C -0.13912 0.84351 4.28559  0.1951
C -0.94315 -0.07078 3.58247  0.5080
C -2.25121 -0.32060 4.02264  -0.3579
C -2.75022 0.35652 5.14907  -0.8026
As -0.23772 -0.98372 1.90530  2.3385
C 1.38430 -1.98514 2.49591  0.2200
C 1.78177 -3.10861 1.75828  -0.4378
C 2.99915 -3.74539 2.05474  -0.7305
C 3.78105 -3.29792 3.12668  -0.6767
C 3.37088 -2.19718 3.88291  -0.7601
C 2.16360 -1.54837 3.57944  -0.3097
C -1.46773 -2.58734 1.98419  0.6043
C -1.41517 -3.44336 3.10054  -0.3333
C -2.14626 -4.64726 3.10565  -0.8459
C -2.91889 -5.01279 1.99567  -0.6003
C -3.02853 -4.13948 0.91436  -0.8596
C -2.36538 -2.91739 0.95457  -0.4423
H -2.33106 1.75761 6.74824  0.4419
H 0.02114 2.14722 5.99849  0.4861
H 0.88102 1.05120 3.95682  0.2028
H -2.87065 -1.06736 3.51869  0.4530
H -3.77020 0.16070 5.47669  0.4857
H 1.11816 -3.50391 0.98293  0.2895
H 3.32612 -4.59969 1.45756  0.4859
H 4.70799 -3.81909 3.38087  0.4470
H 3.97863 -1.84653 4.72317  0.4947
H 1.81216 -0.73128 4.20676  0.3994
H -0.80059 -3.18079 3.96961  0.4647
H -2.10586 -5.30410 3.98216  0.4661
H -3.44830 -5.96177 1.96812  0.4510
H -3.63729 -4.36603 0.03061  0.4578
H -2.56882 -2.25788 0.10381  0.3340

Total energy   -216834.6901 eV
Spin multiplicity   2
Charge   +4
<S²>   0.77

An isolated molecule of C4H5NO2S. Source: the OMol25 dataset; level of theory: ωB97M-V/def2-TZVPD.

Each line ends with the Mulliken charge.
Atoms and positions in Å:
C -0.08380 0.71058 0.99189  -0.4329
C 0.60194 0.22942 -0.11280  0.4151
C 0.49129 -1.01940 -0.58779  0.5479
C 1.83672 0.93523 -0.64802  -1.3627
N -1.90252 -1.02305 0.72031  -0.2480
O 0.28519 -1.87881 -1.32415  -0.3586
O -3.20348 -1.38507 0.68632  -0.4236
S -1.64211 0.40203 1.36874  0.0897
H 0.40297 1.39754 1.57280  0.4085
H 2.16079 1.84190 -0.16803  0.3825
H 1.60867 1.03702 -1.66492  0.3383
H 2.78468 0.29861 -0.55554  0.3082
H -3.34034 -1.54601 -0.27882  0.3356

Total energy   -20644.1170 eV
Spin multiplicity   1
ΔE to the lowest compared entry with this formula, charge and spin   139.8 kcal/mol

A structure of composition C15H14IrN6O8S. Source: the OMol25 dataset; level of theory: ωB97M-V/def2-TZVPD.

Each line ends with the Mulliken charge.
Atoms and positions in Å:
Ir -0.03387 -0.44121 0.44547  1.8940
O 0.45453 2.75449 3.62545  -0.4227
C 0.48257 1.71500 2.82871  0.2690
O -0.48796 1.05218 2.51259  -0.4944
C 1.85474 1.36965 2.33987  0.4232
C 3.01228 2.03122 2.72055  -0.5697
C 4.22032 1.56258 2.22868  -0.7513
C 4.23208 0.45291 1.39301  -0.7245
C 3.02340 -0.13187 1.05323  1.1960
N 1.86835 0.32980 1.51920  -0.1705
C 2.85363 -1.36901 0.21463  0.3211
O 3.85871 -1.85309 -0.46392  -0.4413
O 1.78232 -1.95866 0.20838  -0.5376
H -0.45376 2.94027 3.91736  0.4106
H 2.96236 2.88123 3.38563  0.5495
H 5.14700 2.04747 2.50292  0.4791
H 5.17556 0.05771 1.03998  0.3001
H 4.63756 -1.27918 -0.47373  0.3209
O 1.32337 2.18649 -2.37681  -0.5607
C 0.73622 1.18196 -2.08373  0.3860
O 1.07998 0.51510 -0.97881  -0.4750
C -0.34704 0.64882 -2.99158  0.0749
C -0.68255 1.48073 -4.03770  -0.6723
C -1.56236 1.07402 -5.04617  -0.5415
C -2.08842 -0.21386 -5.04613  -0.5961
C -1.77220 -1.06739 -4.01581  -0.7490
C -0.94717 -0.64275 -2.93741  1.3049
S -0.84768 -1.75417 -1.66001  -0.2552
H -0.21805 2.45585 -4.07956  0.5194
H -1.80727 1.75857 -5.84707  0.4343
H -2.73566 -0.54232 -5.84713  0.4244
H -2.17305 -2.07217 -3.98837  0.4747
N -0.71382 -2.55843 1.68358  -0.5811
N -2.06077 -2.46286 2.06097  -0.2394
C -2.80499 -1.41182 1.66398  0.7047
N -4.05726 -1.31900 2.06108  -0.3297
N -2.16046 -0.54970 0.86349  -0.4136
N -2.71022 0.65447 0.47132  1.1550
O -3.87257 0.91535 0.64973  -0.7171
O -1.88177 1.37834 -0.05782  -0.5944
H -0.58257 -3.33465 1.03898  0.3385
H -0.13997 -2.71013 2.50743  0.2968
H -2.47900 -3.21601 2.58753  0.1677
H -4.46170 -2.00668 2.67707  0.1877
H -4.62286 -0.54924 1.73090  0.2046

Total energy   -54756.7618 eV
Spin multiplicity   6
Charge   +2
<S²>   8.79
ΔE to the lowest compared entry with this formula, charge and spin   5.6 kcal/mol

A structure of composition C45H36F10GeN5O2Ti. Source: the OMol25 dataset; level of theory: ωB97M-V/def2-TZVPD.

Each line ends with the Mulliken charge.
Atoms and positions in Å:
Ti 0.18244 0.83850 -0.07998  -1.7869
O 0.96610 -0.37422 -1.27461  1.5370
C 1.97481 -0.34803 -2.09288  1.1451
C 2.11999 -1.31381 -3.10453  -0.4061
C 3.18748 -1.28500 -3.97494  -0.8283
C 4.15222 -0.27890 -3.88885  -0.9331
C 4.05218 0.66895 -2.89996  -0.7907
C 2.99566 0.63903 -1.97603  -0.3160
C 3.01367 1.49292 -0.84024  -0.4743
N 2.15447 1.43871 0.13184  1.2373
C 2.53184 2.13380 1.35725  -1.2839
C 1.60737 1.57903 2.43658  -0.3377
N 0.28147 1.65788 1.86233  0.4798
C -0.62542 2.27080 2.54376  -0.5125
C -1.93320 2.57059 2.06517  0.6318
C -2.82833 3.31901 2.84304  -0.7399
C -4.03269 3.72948 2.32557  -0.8264
C -4.34601 3.41714 1.00034  -0.7125
C -3.50336 2.64300 0.23466  -0.6747
C -2.29282 2.15364 0.75520  0.5557
O -1.52512 1.35038 0.08867  0.4744
H 1.39615 -2.11526 -3.18014  0.3904
H 3.28456 -2.06188 -4.72269  0.4164
H 4.98158 -0.25793 -4.58235  0.3887
H 4.80830 1.43836 -2.79512  0.4241
H 3.88257 2.14758 -0.73459  0.3437
H 2.37521 3.21548 1.27310  0.3120
H 3.58352 1.95556 1.60474  0.7021
H 1.68858 2.13651 3.37653  0.6287
H 1.85349 0.53202 2.62749  -0.6013
H -0.38065 2.61405 3.55192  0.3076
H -2.53750 3.59141 3.85134  0.4293
H -4.72061 4.30546 2.92900  0.4010
H -5.26509 3.79099 0.56777  0.4641
H -3.75573 2.41300 -0.79063  0.4293
C -3.43270 -0.26514 -2.48459  -1.1412
N -2.05594 -0.67625 -2.28985  1.5201
C -1.94901 -2.13597 -2.22620  -0.1568
C -2.64190 -2.83726 -1.04432  -1.8470
N -2.25474 -2.44254 0.29151  0.1400
C -3.18569 -2.28643 1.23293  0.6329
C -4.60610 -2.16634 1.08971  0.5621
F -5.19808 -2.08848 -0.13306  -0.4338
C -5.49284 -2.09886 2.14663  -0.0044
F -6.80779 -2.01599 1.87942  -0.3447
C -5.07087 -2.10422 3.46117  0.7792
F -5.94694 -2.05772 4.48670  -0.3656
C -3.70501 -2.16501 3.67364  -0.3148
F -3.21727 -2.14586 4.92826  -0.3412
C -2.82946 -2.25392 2.61905  -0.8616
F -1.52510 -2.34251 2.95187  0.2848
C -1.22782 -0.18215 -3.38798  -2.0894
C -0.71743 1.27856 -3.38166  -1.4692
N -0.15345 1.92117 -2.18757  1.1572
C 0.31834 3.14158 -2.42866  0.3476
C 0.49812 3.82994 -3.67865  0.2610
F 0.09688 3.30182 -4.86401  -0.3543
C 1.06839 5.08183 -3.78526  0.1214
F 1.19643 5.63495 -5.00173  -0.3251
C 1.51651 5.78504 -2.68105  0.5409
F 2.11463 6.98653 -2.81768  -0.3462
C 1.29365 5.21343 -1.44063  0.1032
F 1.64662 5.87602 -0.32476  -0.3356
C 0.69661 3.98134 -1.34375  -0.6593
F 0.40138 3.52059 -0.10132  -0.0731
H -3.89399 -0.80295 -3.33155  0.3587
H -3.46489 0.80405 -2.69382  0.3085
H -4.02182 -0.45469 -1.58895  -0.0111
H -0.89007 -2.37840 -2.19960  -0.2722
H -2.39417 -2.59226 -3.13432  0.4277
H -2.38533 -3.90377 -1.14930  0.2538
H -3.71388 -2.74568 -1.19702  0.5222
H -1.79029 -0.27407 -4.33601  0.5220
H -0.36537 -0.83323 -3.46534  0.2980
H -1.54740 1.91158 -3.72369  0.8067
H 0.04968 1.27429 -4.16409  0.5674
Ge 0.78861 -1.69783 0.98959  1.2082
C 2.83653 -1.78457 0.64975  -0.0237
C 3.81340 -1.06880 1.33977  0.3903
C 5.14266 -1.07869 0.93740  -0.9816
C 5.52330 -1.79506 -0.18745  -0.6881
C 4.57291 -2.53160 -0.87522  -0.6880
C 3.25013 -2.52852 -0.45300  -0.0462
C 0.69195 -2.79931 2.68439  -0.0760
C 1.64445 -2.70288 3.69451  -0.1641
C 1.56078 -3.47297 4.84584  -0.8873
C 0.50788 -4.36029 5.01043  -0.6243
C -0.44277 -4.48194 4.00644  -0.7185
C -0.34948 -3.70515 2.86119  0.0254
H 0.49232 -2.91248 0.04378  -0.4073
H 3.54799 -0.49857 2.22310  0.2885
H 5.88242 -0.52504 1.50545  0.4056
H 6.55485 -1.78441 -0.51668  0.3819
H 4.85730 -3.10375 -1.75025  0.4193
H 2.51707 -3.12484 -0.98312  0.4291
H 2.47887 -2.02182 3.57411  0.2256
H 2.31734 -3.38192 5.61651  0.4079
H 0.42696 -4.94829 5.91620  0.3609
H -1.25641 -5.18858 4.12062  0.4410
H -1.09808 -3.80398 2.08345  0.0789

Total energy   -165598.2845 eV
Spin multiplicity   1
Charge   -1
ΔE to the lowest compared entry with this formula, charge and spin   115.1 kcal/mol

The highest total energy belongs to which entry?
C4H5NO2S

What is the spin multiplicity in the first record?
2

total energy of number 2 (C4H5NO2S)?
-20644.1170 eV

Look up the total energy of the fourth one.
-165598.2845 eV